41
Properties=species:S:1:pos:R:3:forces:R:3:nbo_charge:R:1 method="wB97M-V/def2-TZVPD" max_force_ev_per_a=1.0 total_energy_ev=-35839.0174 orbital_gap_ev=9.08
O 0.881904 0.050281 -2.736961 0.32 0.30 -0.14 -0.667
H 0.162652 0.267339 4.886490 -0.02 0.08 0.14 0.227
C 0.352460 -0.746703 -1.981409 0.19 -0.46 0.10 0.699
H -1.247630 0.646217 -3.209007 -0.14 -0.10 0.02 0.229
C 0.500038 -2.643940 -0.186485 -0.13 0.09 -0.19 -0.517
C 1.270906 2.789492 -0.975275 0.03 -0.04 -0.10 -0.498
H 0.743383 2.709590 -3.049672 -0.04 0.03 0.00 0.232
C -1.876893 -0.057007 -2.657764 -0.19 0.19 -0.22 -0.228
H -0.102128 -3.307852 -0.811537 0.01 -0.02 0.15 0.232
H 1.491185 3.560479 -0.233339 0.00 -0.01 0.05 0.221
S 1.933977 -1.549200 2.337471 -0.46 0.17 0.22 0.473
H -3.385122 1.421523 -2.296010 -0.09 -0.05 -0.03 0.205
C -0.396402 -1.993857 0.846769 -0.15 -0.35 -0.33 0.590
H -3.554115 -0.026999 -1.301785 -0.12 0.05 0.01 0.215
C -2.121513 1.351008 -0.531779 -0.20 -0.19 0.14 -0.226
C -2.832905 0.680280 -1.715003 0.33 0.02 0.05 -0.417
H -1.403769 -1.503104 -1.225335 0.18 -0.06 0.05 0.423
H 1.953952 -2.094551 -1.682623 -0.06 0.06 0.00 0.237
H -2.824635 2.029262 -0.030829 0.05 -0.09 0.03 0.193
H 1.741005 -0.891026 -0.417448 0.00 -0.01 -0.14 0.261
H -1.588290 3.021954 -2.657750 -0.01 0.01 0.01 0.198
H 0.803585 4.371407 -2.426473 -0.03 0.01 -0.04 0.211
C 0.469766 -0.301554 4.027215 0.20 0.05 0.13 -0.263
H -1.802313 0.591796 0.187130 -0.09 0.13 -0.03 0.245
H -1.465732 -0.580978 3.022859 -0.18 0.02 -0.06 0.237
H -1.308659 4.096719 -1.270864 -0.03 -0.04 -0.11 0.179
C 0.278384 1.814037 -0.372079 0.38 0.25 0.02 0.717
C -0.405072 -0.755185 3.032454 0.08 -0.36 -0.48 -0.157
C 1.207869 -1.599537 -1.056302 0.13 0.09 -0.01 -0.496
N -0.932237 2.069621 -0.902720 -0.30 0.02 -0.26 -0.439
O -1.603358 -1.906148 0.671983 0.04 -0.03 0.07 -0.593
H 1.263168 -3.236710 0.321879 -0.05 -0.06 -0.04 0.233
N -0.979888 -0.936321 -1.947747 -0.38 -0.03 0.06 -0.638
C -0.941138 3.204210 -1.798263 -0.03 0.23 -0.07 -0.203
O 0.511532 0.963856 0.466195 0.11 -0.22 0.21 -0.671
H -2.463943 -0.636948 -3.380005 0.08 0.14 0.00 0.197
H 2.195955 2.279218 -1.233182 -0.01 -0.04 0.08 0.244
C 1.763692 -0.657771 3.781859 0.09 -0.15 -0.26 -0.383
C 0.230800 -1.456696 2.033742 0.28 0.27 0.88 -0.331
C 0.531987 3.344749 -2.189727 0.05 0.05 -0.01 -0.407
H 2.631694 -0.440116 4.373386 0.15 0.05 0.14 0.238

=====

42
Properties=species:S:1:pos:R:3:forces:R:3:nbo_charge:R:1 method="wB97M-V/def2-TZVPD" max_force_ev_per_a=0.6 total_energy_ev=-29097.8635 orbital_gap_ev=8.65
H -1.936507 0.838311 -2.609474 0.05 0.15 0.09 0.248
H -4.831845 -1.922806 2.342038 -0.07 0.03 0.10 0.211
O 3.745216 -3.078498 -1.379740 0.06 -0.13 -0.10 -0.647
H 1.313049 3.698663 0.666381 0.17 -0.13 -0.03 0.222
H 2.906451 -2.812415 1.142022 0.01 -0.11 0.07 0.220
H 3.750298 -3.809113 -0.748071 -0.03 0.14 -0.05 0.486
C 2.849892 -1.931412 0.518850 0.01 -0.11 0.08 -0.401
H -3.666471 -2.895596 -0.323660 -0.10 0.13 0.07 0.185
H -5.073415 -1.832202 -0.147785 0.16 -0.07 0.04 0.188
O -3.266279 -1.012269 0.415341 0.16 0.18 0.12 -0.529
C 2.362634 -0.758198 1.091591 0.02 0.13 -0.32 0.492
C -1.090785 2.464243 0.639751 -0.35 0.02 0.17 -0.244
H -0.650499 2.719765 1.604230 -0.09 -0.01 -0.07 0.235
O 1.999304 -0.800223 2.371806 -0.06 0.09 0.15 -0.676
H -5.008875 -3.552762 1.673987 -0.07 -0.09 0.02 0.215
O -3.468928 -0.728918 -1.820463 -0.20 -0.24 -0.26 -0.662
C 3.260563 -1.961195 -0.801614 -0.21 0.38 0.41 0.372
H -3.415496 -2.961965 2.172754 0.07 -0.08 0.09 0.212
H 0.252667 0.798979 -1.430834 -0.12 0.09 -0.06 0.183
C 1.273613 2.798957 0.044662 -0.20 0.25 0.17 -0.298
C -1.643871 1.041898 0.704936 0.13 0.05 0.42 -0.224
H -2.403513 0.966560 1.486234 0.15 0.04 -0.02 0.225
O 1.453597 1.682209 2.118916 0.02 0.01 -0.03 -0.623
H 2.666740 1.244388 -1.640666 -0.05 0.06 -0.07 0.216
C -4.362859 -2.681002 1.720749 0.19 0.30 -0.33 -0.622
H -0.841520 0.331967 0.947758 -0.04 0.06 0.08 0.189
C 2.694284 0.358137 -1.027823 0.08 -0.19 0.17 -0.108
C 1.698393 1.621375 0.909042 0.06 0.11 -0.09 0.567
H 1.720633 0.116582 2.635316 0.10 -0.15 -0.20 0.515
N -2.238334 0.707970 -0.573901 0.03 0.07 0.13 -0.452
C -0.283338 1.754883 -1.543817 -0.10 -0.04 -0.26 -0.231
C -4.132804 -2.141968 0.321268 -0.30 -0.38 -0.13 -0.062
C -1.764889 1.451692 -1.722680 0.10 -0.01 -0.32 -0.225
C 3.189825 -0.796061 -1.575883 0.10 -0.13 -0.22 -0.322
N -0.100614 2.645938 -0.410349 0.19 -0.04 -0.06 -0.432
H 3.531404 -0.832209 -2.596965 0.04 0.02 -0.13 0.230
H 1.909389 2.946941 -0.826546 0.04 0.02 0.03 0.207
C 2.252159 0.418160 0.304318 0.07 -0.22 0.30 -0.342
C -3.023701 -0.376284 -0.752397 -0.04 0.05 0.03 0.897
H 0.103128 2.258126 -2.436550 0.00 -0.13 -0.04 0.201
H -1.919004 3.157358 0.450868 -0.02 -0.07 0.14 0.195
H -2.327443 2.385804 -1.830451 0.04 -0.04 -0.08 0.193

=====

46
Properties=species:S:1:pos:R:3:forces:R:3:nbo_charge:R:1 method="wB97M-V/def2-TZVPD" charge=+1 max_force_ev_per_a=1.0 total_energy_ev=-123962.2964 orbital_gap_ev="6.35 / 6.97"
H -1.238376 5.270749 -1.934211 0.00 0.00 0.05 0.262
H -0.580647 -2.693520 -3.789246 0.00 0.00 0.01 0.234
H -0.102765 -7.937446 -2.760621 0.00 0.00 0.00 0.235
S -1.669372 -1.843939 -1.274471 -0.08 -0.01 -0.14 2.299
H -4.220887 2.560146 -3.370714 -0.01 0.01 -0.01 0.260
O 1.851413 3.057328 1.365181 -0.03 0.09 0.04 -0.835
H -3.186278 2.026535 0.144280 0.12 -0.12 -0.03 0.310
H 4.115278 -1.252576 -3.048577 0.00 0.01 0.00 0.249
O -2.820323 -1.819975 -0.438641 -0.05 0.01 0.00 -0.885
C -1.412528 -3.423850 -1.946767 0.04 -0.01 0.01 -0.428
H -1.797714 -6.659408 -1.091174 0.00 0.00 0.00 0.232
C -0.935888 -5.967495 -2.932962 0.00 -0.01 0.00 0.048
N -0.372524 -1.354967 -0.426494 0.12 0.18 -0.20 -0.832
H -4.580466 3.893428 -2.265630 0.00 0.00 0.00 0.261
C -1.521647 -5.791184 -1.676561 0.01 0.01 0.02 -0.211
H -2.238473 -4.391531 -0.211120 -0.01 0.01 0.02 0.249
S 1.089835 1.837283 1.288024 0.14 -0.01 0.06 1.496
H -3.013004 0.805069 -1.118149 -0.43 -0.02 0.04 0.284
C 3.192358 -1.348256 -2.496332 -0.05 0.09 0.02 -0.245
H -0.157982 -4.969572 -4.664402 0.00 0.00 0.01 0.227
C -2.547020 1.680007 -0.677193 -0.44 0.00 -0.13 -1.143
H 1.458595 -3.503620 -0.500728 0.00 0.00 0.00 0.255
C -0.598353 -4.843193 -3.683467 0.01 0.02 0.01 -0.225
Ru -0.470216 0.631247 -1.351574 0.75 0.17 0.69 0.641
C -0.827336 -3.565949 -3.198799 -0.02 -0.03 -0.01 -0.109
H 3.599518 -3.332525 -1.791663 -0.01 0.01 -0.01 0.242
N 1.152897 -0.428859 -1.796615 0.23 -0.26 -0.30 -0.377
Si -2.298808 3.062908 -1.911629 0.08 0.21 -0.27 1.496
C 2.895783 -2.510402 -1.789921 0.02 -0.03 -0.01 -0.115
C -3.809216 3.455755 -2.904185 -0.04 -0.07 0.04 -1.141
C -1.491363 4.546528 -1.156817 0.14 0.02 0.08 -1.142
H -3.577955 4.177711 -3.689060 0.01 -0.01 0.01 0.263
N 0.442319 1.544587 -0.029347 0.21 -0.30 -0.23 -0.829
C 2.292199 -0.298368 -2.477282 0.03 -0.15 0.06 0.085
C -0.696356 -7.350993 -3.462944 0.00 0.00 0.00 -0.642
H 2.455236 0.640235 -2.987927 0.01 0.00 -0.02 0.235
H -0.572751 4.286288 -0.618481 -0.13 0.04 -0.08 0.259
C 0.860354 -1.539349 -1.105378 0.01 0.05 0.01 0.347
O -1.632618 -0.861008 -2.410985 -0.12 -0.05 0.10 -0.915
H -1.649876 1.367155 -0.086228 -0.49 0.19 0.28 0.260
C -1.766558 -4.528370 -1.174275 0.00 -0.01 -0.07 -0.145
H -1.643767 -7.873790 -3.601789 0.00 0.00 0.00 0.240
C 1.714239 -2.623232 -1.072480 0.02 0.04 -0.01 -0.241
Se -0.636511 2.050973 -3.193298 -0.03 -0.11 -0.07 0.004
H -0.177309 -7.328921 -4.419004 0.00 0.00 0.00 0.226
H -2.175240 5.032167 -0.457343 0.00 0.03 0.02 0.260